[1]
# C3H6N2O

An isolated molecule of C3H6N2O in a non-equilibrium geometry (the ωB97M-V functional and the def2-TZVPD basis, the Open Molecules 2025 dataset).

ORCA input file:
```
! RIJCOSX wB97M-V def2-TZVPD def2/J DEFGRID3
* xyz 0 1
C 0.75097 0.06154 0.42665
C 1.85002 -0.04333 -0.47836
C -1.58614 0.37334 1.11955
H -0.44770 0.44776 -1.82831
H -0.48209 -1.03969 -1.23979
H 0.69221 0.06780 1.49661
H 1.99260 -0.42047 -1.41753
H 2.84475 -0.18179 -0.06009
H -2.58315 0.60456 0.55555
N -1.06572 -0.14969 -1.09042
N -0.53665 0.17029 0.23192
O -1.42909 0.10968 2.28421
*
```

Properties
DFT total energy (a.u.): -302.546731
Kohn-Sham gap (eV): 9.462
Energy above the lowest of the compared OMol25 structures with the same formula, charge and spin (eV): 3.983
SMILES string: C=CN(N)C=O
HOMO energy (eV): -8.76
LUMO (eV): 0.71

Atom charges from the Mulliken analysis, given in e for atoms 1 to 5: atom 1 (C): 0.07, atom 2 (C): -1.04, atom 3 (C): 0.17, atom 4 (H): 0.29, atom 5 (H): 0.30

[2]
# C3H7O3

A 2-piece molecular cluster, C3H7O3 overall in a non-equilibrium geometry (the ωB97M-V functional and the def2-TZVPD basis, the Open Molecules 2025 dataset).

ORCA input file:
```
! RIJCOSX wB97M-V def2-TZVPD def2/J DEFGRID3
* xyz -1 1
C -0.21729 -0.26434 -2.73162
C -0.05174 0.67517 -1.49187
O -0.51510 1.82207 -1.56233
O 0.59354 0.15341 -0.52978
H 0.49681 -1.08126 -2.65416
H -0.18325 0.34958 -3.62550
H -1.17833 -0.76133 -2.55375
C 0.26948 -0.25327 2.83701
O -0.57059 0.42954 1.92337
H -0.16063 0.21033 1.04668
H -0.03358 -1.28816 3.03595
H 0.23379 0.29000 3.79248
H 1.31688 -0.28174 2.51353
*
```

Properties
DFT total energy (a.u.): -344.281581
Kohn-Sham gap (eV): 8.477
Energy above the lowest of the compared OMol25 structures with the same formula, charge and spin (eV): 0.779
HOMO energy (eV): -4.34
LUMO (eV): 4.14

Atom charges from the Mulliken analysis, given in e for atoms 1 to 5: atom 1 (C): -0.88, atom 2 (C): 0.61, atom 3 (O): -0.69, atom 4 (O): -0.85, atom 5 (H): 0.28

[3]
# C2H6NO4S

A 2-piece molecular cluster, C2H6NO4S overall in a non-equilibrium geometry (the ωB97M-V functional and the def2-TZVPD basis, the Open Molecules 2025 dataset).

ORCA input file:
```
! RIJCOSX wB97M-V def2-TZVPD def2/J DEFGRID3
* xyz -1 3
C 0.46750 1.09498 -1.08716
C -1.37005 -1.73542 0.23837
N -1.60876 0.55644 -0.22214
O 2.05768 -0.30471 1.69868
O 2.50973 2.11593 1.44196
O -0.35997 0.99796 -0.00144
O -1.55500 -0.79840 -0.76734
S 1.50363 1.07500 1.75873
H 0.12085 1.91709 -1.88050
H 0.47240 0.10356 -1.82432
H 1.52987 1.23245 -0.83299
H -2.15374 -1.88218 0.93055
H -0.46938 -1.73379 0.86973
H -1.14475 -2.63891 -0.32213
*
```

Properties
DFT total energy (a.u.): -833.528042
Kohn-Sham gap (spin up / spin down) (eV): 4.805 / 7.333
Energy above the lowest of the compared OMol25 structures with the same formula, charge and spin (eV): 0.978
HOMO energy (spin up / spin down) (eV): -1.14 / -4.49
LUMO (spin up / spin down) (eV): 3.67 / 2.85

Atom charges from the Mulliken analysis, given in e for atoms 1 to 5: atom 1 (C): -0.54, atom 2 (C): -0.62, atom 3 (N): -0.19, atom 4 (O): -0.58, atom 5 (O): -0.58

[4]
# C15H28NOYb

C15H28NOYb as an isolated structure in a non-equilibrium geometry (the ωB97M-V functional and the def2-TZVPD basis, the Open Molecules 2025 dataset).

ORCA input file:
```
! RIJCOSX wB97M-V def2-TZVPD def2/J DEFGRID3
* xyz 2 2
C 1.41326 2.25213 0.29449
H 1.62710 2.52360 1.34858
H 2.28994 2.45642 -0.36461
H 1.35051 1.17036 0.33698
C 0.12948 2.89590 -0.19549
H -0.52001 2.22732 -0.79856
H -0.46539 3.19140 0.66733
C 0.25805 4.21778 -1.01616
H -0.75071 4.60173 -1.22281
H 0.75936 5.05491 -0.49908
H 0.72610 4.10458 -2.00722
C -0.60114 -2.26039 -0.77470
C -1.01320 -1.18613 -1.66764
C 0.13900 -0.48328 -2.05216
C 1.26114 -1.09763 -1.41745
C 0.79295 -2.19173 -0.63300
C 1.62677 -3.04064 0.26276
C 2.69235 -0.73941 -1.67302
C 0.21432 0.65012 -3.02022
C -2.42090 -0.70488 -1.82076
C -1.52342 -3.06682 0.07757
Yb -0.26842 -0.35094 0.20446
H 3.34669 -1.00533 -0.82691
H 3.08987 -1.27625 -2.55607
H 2.82660 0.33682 -1.88148
H 2.60590 -2.59312 0.45220
H 1.13970 -3.22270 1.22754
H 1.79959 -4.01950 -0.20175
H -2.48182 -2.56318 0.27576
H -1.75500 -4.01931 -0.42288
H -1.06456 -3.32073 1.04075
H -2.45663 0.29320 -2.27606
H -2.97250 -1.38873 -2.48689
H -2.98538 -0.66565 -0.86682
H 0.99014 1.37784 -2.75646
H 0.46298 0.27373 -4.02354
H -0.74303 1.17228 -3.09659
C -0.01631 0.46475 3.82861
C -1.32645 -0.05823 3.29570
N -2.26087 -0.41207 4.19505
O -1.61527 -0.15410 2.07278
H -0.15029 0.63991 4.90952
H 0.24966 1.41567 3.32609
H 0.78125 -0.29172 3.67487
H -3.15975 -0.79930 3.90117
H -2.02165 -0.40865 5.16613
*
```

Properties
DFT total energy (a.u.): -1876.480826
Kohn-Sham gap (spin up / spin down) (eV): 8.500 / 7.814
HOMO energy (spin up / spin down) (eV): -15.66 / -15.65
LUMO (spin up / spin down) (eV): -7.16 / -7.83

Atom charges from the Mulliken analysis, given in e for atoms 1 to 5: atom 1 (C): -0.45, atom 2 (H): 0.35, atom 3 (H): 0.36, atom 4 (H): -0.09, atom 5 (C): 0.19

[5]
# CH2Na10O4

CH2Na10O4 as an isolated structure in a non-equilibrium geometry (the ωB97M-V functional and the def2-TZVPD basis, the Open Molecules 2025 dataset).

ORCA input file:
```
! RIJCOSX wB97M-V def2-TZVPD def2/J DEFGRID3
* xyz 8 1
Na -2.95257 1.75116 -0.27710
Na -0.01949 -1.97847 1.89156
Na -0.49284 -3.13219 -1.18621
Na -0.96554 2.89915 -2.83224
Na 1.99416 0.90469 -2.04884
Na -1.20605 -0.53619 -2.86311
Na 2.62498 -2.17135 -1.34066
Na 0.85145 2.57828 0.40020
Na -2.97146 -1.37414 1.17495
Na -1.63919 1.35311 2.74062
C -0.28357 0.01905 -0.31681
O -0.91606 -0.09175 0.69873
O -0.34347 1.02016 -1.03387
O 0.41412 -0.85908 -0.84170
O 2.08103 -0.41480 2.18428
H 1.49305 0.31466 2.38024
H 2.33142 -0.28229 1.26997
*
```

Properties
DFT total energy (a.u.): -1958.684812
Kohn-Sham gap (eV): 8.662
Energy above the lowest of the compared OMol25 structures with the same formula, charge and spin (eV): 15.565
HOMO energy (eV): -37.25
LUMO (eV): -28.59

Atom charges from the Mulliken analysis, given in e for atoms 1 to 5: atom 1 (Na): 0.95, atom 2 (Na): 0.98, atom 3 (Na): 0.98, atom 4 (Na): 0.98, atom 5 (Na): 0.97

[6]
# CAgNO4S2

CAgNO4S2 as an isolated structure in a non-equilibrium geometry (the ωB97M-V functional and the def2-TZVPD basis, the Open Molecules 2025 dataset).

ORCA input file:
```
! RIJCOSX wB97M-V def2-TZVPD def2/J DEFGRID3
* xyz 0 1
Ag 0.06269 -1.59747 -1.20538
N 1.90555 1.30768 0.19450
S 2.57554 -0.07892 0.48445
O 1.79952 -1.29247 -0.02948
S 0.58121 1.80536 -0.53563
O -0.37381 0.58705 -0.84674
O -2.53026 0.71558 1.17003
C -2.11327 -0.14761 0.49648
O -1.90717 -1.29922 0.27177
*
```

Properties
DFT total energy (a.u.): -1337.122553
Kohn-Sham gap (eV): 7.113
HOMO energy (eV): -7.94
LUMO (eV): -0.83

Atom charges from the Mulliken analysis, given in e for atoms 1 to 5: atom 1 (Ag): 0.72, atom 2 (N): -0.20, atom 3 (S): 0.38, atom 4 (O): -0.63, atom 5 (S): 0.30

[7]
# C17H16CuN3O3SbSe4

C17H16CuN3O3SbSe4 as an isolated structure in a non-equilibrium geometry (the ωB97M-V functional and the def2-TZVPD basis, the Open Molecules 2025 dataset).

ORCA input file:
```
! RIJCOSX wB97M-V def2-TZVPD def2/J DEFGRID3
* xyz -2 2
Cu 1.36478 -1.25464 -2.13397
O 4.53808 0.97356 -2.93757
C 3.43308 0.47606 -2.73797
O 3.17258 -0.73124 -2.47807
C 2.21258 1.40236 -2.77187
C 2.33888 2.76886 -2.56297
C 1.19228 3.54476 -2.52197
C -0.03422 2.93226 -2.73557
C -0.06012 1.56446 -2.94877
N 1.03008 0.80976 -2.94727
H 3.33258 3.17386 -2.42667
H 1.25068 4.60906 -2.33037
H -0.96392 3.48546 -2.73357
H -1.00122 1.07006 -3.14737
Se -3.68892 -0.25564 -3.37347
Sb -1.74602 -3.52704 -2.78737
Se -1.82092 -1.27944 -4.20057
Se 0.65188 -3.40714 -1.63027
Se -1.55772 -5.14874 -4.60147
C -1.83292 1.08396 2.78593
N -1.63612 0.01796 1.82283
N -0.28822 -0.18504 1.49463
C -0.14242 -0.22724 0.10563
O 0.96498 -0.23824 -0.43267
C -1.47142 -0.13354 -0.41617
C -2.32452 0.06826 0.61393
C -3.77902 0.35596 0.56273
C 0.54898 -0.82214 2.40803
C 1.91358 -0.93754 2.15083
C 2.73428 -1.55464 3.07163
C 2.21888 -2.03444 4.26453
C 0.85838 -1.95274 4.50513
C 0.01918 -1.36484 3.57903
H -1.15422 0.92586 3.62263
H -2.86252 1.06436 3.13713
H -1.61572 2.06176 2.33963
H -1.72542 -0.21214 -1.45307
H -4.15012 0.11716 -0.43447
H -3.95042 1.41766 0.74843
H -4.32872 -0.21044 1.31383
H 2.30898 -0.59294 1.20983
H 3.78738 -1.64994 2.85043
H 2.87388 -2.48034 4.99723
H 0.43688 -2.35324 5.41703
H -1.04822 -1.37014 3.74253
*
```

Properties
DFT total energy (a.u.): -12533.997390
Kohn-Sham gap (spin up / spin down) (eV): 4.763 / 4.268
Energy above the lowest of the compared OMol25 structures with the same formula, charge and spin (eV): 1.204
HOMO energy (spin up / spin down) (eV): -0.76 / -0.74
LUMO (spin up / spin down) (eV): 4.00 / 3.53

Atom charges from the Mulliken analysis, given in e for atoms 1 to 5: atom 1 (Cu): -0.18, atom 2 (O): -0.77, atom 3 (C): 0.40, atom 4 (O): -0.58, atom 5 (C): 0.55

[8]
# C6H10LiO3Tl

C6H10LiO3Tl as an isolated structure in a non-equilibrium geometry (the ωB97M-V functional and the def2-TZVPD basis, the Open Molecules 2025 dataset).

ORCA input file:
```
! RIJCOSX wB97M-V def2-TZVPD def2/J DEFGRID3
* xyz 0 1
C 0.19893 -2.40775 -0.61051
C -0.72029 -1.40761 -0.70595
C -1.48129 -0.75832 0.43037
C -2.57331 -0.08260 -0.32112
O -2.66043 1.15139 -0.41855
O 0.99466 -2.83444 -1.54178
Tl 1.12287 -3.94061 -3.75556
Li -1.39275 2.35194 0.37972
H 0.38756 -2.80441 0.40755
H -0.81349 -0.94805 -1.69798
H -0.84404 -1.25719 1.34353
H -3.42517 -0.72008 -0.63065
C 1.89153 1.44569 0.06280
C 1.35547 2.03127 1.36840
O -0.02452 1.96684 1.43353
H 2.99017 1.36894 0.07557
H 1.46670 0.44368 -0.10237
H 1.59204 2.07533 -0.79087
H 1.79533 3.04428 1.50576
H 1.77881 1.44242 2.21269
H -1.63876 -0.16073 1.35542
*
```

Properties
DFT total energy (a.u.): -640.139500
Kohn-Sham gap (eV): 5.307
Energy above the lowest of the compared OMol25 structures with the same formula, charge and spin (eV): 4.497
HOMO energy (eV): -6.42
LUMO (eV): -1.11

Atom charges from the Mulliken analysis, given in e for atoms 1 to 5: atom 1 (C): -0.15, atom 2 (C): -0.13, atom 3 (C): -0.23, atom 4 (C): -0.14, atom 5 (O): -0.65